(1)
# C12H24O17PtS2

C12H24O17PtS2 as an isolated structure (ωB97M-V/def2-TZVPD, the Open Molecules 2025 dataset).

Atoms and positions in Å:
Pt  1.415  0.081  -0.511
S  1.998  1.174  -3.071
O  0.679  0.837  -2.466
O  2.362  0.198  -4.083
O  2.111  2.559  -3.549
O  2.923  1.002  -1.933
S  3.167  -1.202  1.123
O  2.836  -2.532  1.644
O  4.486  -0.759  1.565
O  3.104  -1.292  -0.375
O  2.111  -0.226  1.409
C  1.878  3.656  3.942
C  1.747  2.900  2.623
O  0.930  3.729  1.790
C  0.717  3.257  0.569
O  1.078  2.195  0.168
O  0.040  4.144  -0.159
C  -0.028  3.961  -1.567
H  2.196  2.990  4.742
H  0.851  3.927  4.219
H  2.406  4.594  3.792
H  1.261  1.925  2.631
H  2.775  2.809  2.263
H  -0.762  3.207  -1.862
H  0.901  3.654  -2.054
H  -0.407  4.889  -1.995
C  -3.807  -2.947  1.397
C  -2.681  -2.049  0.869
O  -2.428  -0.992  1.798
C  -1.483  -0.134  1.380
O  -0.821  -0.182  0.400
O  -1.352  0.908  2.241
C  -2.321  1.173  3.248
H  -4.052  -3.725  0.679
H  -4.694  -2.307  1.474
H  -3.684  -3.284  2.426
H  -2.972  -1.642  -0.098
H  -1.785  -2.660  0.757
H  -3.324  0.834  2.987
H  -2.405  2.259  3.292
H  -1.979  0.749  4.190
C  -0.549  -1.349  -4.375
C  -1.508  -1.489  -3.212
O  -1.296  -2.706  -2.506
C  -0.225  -2.777  -1.727
O  0.507  -1.899  -1.402
O  -0.112  -4.040  -1.306
C  1.021  -4.276  -0.447
H  -0.557  -0.361  -4.842
H  -0.794  -2.062  -5.165
H  0.482  -1.372  -4.009
H  -2.502  -1.348  -3.644
H  -1.382  -0.696  -2.469
H  1.968  -3.887  -0.814
H  1.118  -5.360  -0.584
H  0.844  -4.055  0.601

## Properties
Total charge ... -2
⟨S²⟩ ... 2.004
Spin multiplicity ... 3
Frontier orbital gap (alpha / beta) ... 4.516 / 5.007 eV
E_LUMO (alpha / beta) ... 4.00 / 4.00 eV

***

(2)
# C16H17NO

A 2-piece molecular cluster, C16H17NO overall (ωB97M-V/def2-TZVPD, the Open Molecules 2025 dataset).

Atoms and positions in Å:
C  0.328  4.435  0.861
C  0.250  2.932  0.857
C  1.162  1.986  1.192
N  0.567  0.707  1.291
C  -0.720  0.882  0.976
C  -1.793  -0.041  0.997
C  -2.994  0.412  0.868
C  -3.320  1.774  0.446
C  -2.322  2.706  0.319
C  -1.080  2.252  0.671
H  0.020  4.765  1.989
H  -0.347  5.068  0.288
H  1.379  4.711  0.520
H  2.209  2.261  1.555
H  0.962  -0.226  1.379
H  -1.594  -1.072  1.293
H  -3.928  -0.089  1.179
H  -4.301  1.863  0.217
H  -2.458  3.790  0.170
C  3.282  -2.158  -2.241
C  1.946  -2.522  -1.501
C  1.933  -2.497  -0.076
C  0.766  -2.505  0.598
C  -0.472  -2.721  -0.143
O  -1.558  -2.866  0.596
C  -0.397  -2.579  -1.494
C  0.799  -2.593  -2.273
H  4.030  -2.048  -1.593
H  3.114  -1.171  -2.663
H  3.564  -2.726  -3.023
H  2.866  -2.322  0.299
H  0.913  -2.611  1.690
H  -2.411  -2.519  0.213
H  -1.265  -2.557  -2.031
H  0.867  -2.723  -3.429

## Properties
Frontier orbital gap ... 8.633 eV
E_LUMO ... 0.79 eV

***

(3)
# C19H18ClN3O5S

One molecule with the formula C19H18ClN3O5S (ωB97M-V/def2-TZVPD, the Open Molecules 2025 dataset).

Atoms and positions in Å:
C  -0.148  -5.515  -1.655
O  0.632  -4.618  -0.902
C  0.149  -3.363  -0.685
C  -1.075  -2.884  -1.135
C  -1.470  -1.589  -0.848
C  -0.659  -0.736  -0.106
N  -1.089  0.561  0.228
C  -2.081  1.210  -0.596
C  -1.691  1.281  -2.074
O  -2.508  1.143  -2.956
N  -0.368  1.516  -2.275
C  0.237  1.596  -3.513
C  -0.350  1.506  -4.804
C  0.714  1.654  -5.647
C  0.821  1.654  -7.126
O  1.835  1.816  -4.923
N  1.534  1.779  -3.603
S  -0.078  1.600  1.083
O  -0.846  2.783  1.331
O  1.175  1.765  0.400
C  0.167  0.760  2.644
C  -0.921  0.181  3.267
C  -0.755  -0.429  4.498
C  0.503  -0.439  5.086
Cl  0.714  -1.197  6.616
C  1.594  0.154  4.462
C  1.419  0.759  3.230
C  0.578  -1.213  0.325
C  0.971  -2.504  0.044
H  -1.109  -5.717  -1.172
H  -0.322  -5.142  -2.670
H  0.430  -6.436  -1.705
H  -1.737  -3.504  -1.718
H  -2.423  -1.256  -1.224
H  -2.184  2.229  -0.212
H  -3.054  0.716  -0.511
H  0.267  1.640  -1.491
H  -1.382  1.361  -5.033
H  1.229  0.705  -7.472
H  1.491  2.447  -7.449
H  -0.160  1.798  -7.567
H  -1.886  0.211  2.787
H  -1.589  -0.891  5.001
H  2.562  0.140  4.937
H  2.241  1.227  2.712
H  1.255  -0.566  0.854
H  1.930  -2.868  0.375

## Properties
Frontier orbital gap ... 8.411 eV
E_LUMO ... 0.10 eV

***

| no. | DFT total energy (a.u.) |
| --- | --- |
| 1 | -2666.4013 |
| 2 | -749.7762 |
| 3 | -2133.6345 |